{
  "formula": "C6H13NO",
  "method": "ωB97M-V/def2-TZVPD",
  "elements": ["C", "C", "C", "C", "C", "C", "N", "H", "H", "H", "H", "H", "H", "H", "H", "H", "H", "H", "H", "H", "O"],
  "positions_angstrom": [[0.842, -1.366, -2.137], [0.724, -1.016, -0.632], [-0.536, -0.328, -0.236], [-0.934, 0.248, 0.906], [-2.134, 1.048, 0.974], [-2.251, 2.321, 1.342], [1.162, -0.354, -3.184], [-0.121, -1.748, -2.554], [1.580, -2.193, -2.283], [1.487, -0.378, -0.185], [0.751, -2.036, -0.153], [-1.152, -0.184, -1.138], [-0.214, 0.080, 1.804], [-2.854, 0.475, 0.377], [-1.558, 2.798, 1.990], [-3.139, 2.950, 1.038], [0.314, 0.367, -3.240], [2.016, 0.103, -2.879], [2.658, -0.128, 2.980], [1.594, -0.706, 3.905], [1.765, 0.047, 3.305]],
  "nbo_charge": [-0.22, -0.48, -0.16, -0.24, -0.21, -0.38, -0.83, 0.19, 0.19, 0.22, 0.22, 0.17, 0.23, 0.20, 0.20, 0.20, 0.35, 0.35, 0.47, 0.47, -0.94],
  "lumo_ev": 0.7,
  "homo_lumo_gap_ha": 0.34003,
  "relative_energy_kcal_mol": 74.72
}

{
  "formula": "C39H77BFN2O24P",
  "method": "ωB97M-V/def2-TZVPD",
  "elements": ["C", "C", "C", "C", "C", "C", "C", "C", "C", "C", "N", "C", "C", "C", "F", "C", "B", "O", "O", "C", "N", "C", "C", "C", "C", "O", "C", "C", "O", "C", "P", "O", "O", "O", "C", "C", "O", "O", "H", "H", "H", "H", "H", "H", "H", "H", "H", "H", "H", "H", "H", "H", "H", "H", "H", "H", "H", "H", "H", "H", "H", "H", "H", "H", "H", "H", "H", "H", "H", "H", "H", "H", "H", "H", "H", "H", "H", "H", "H", "H", "H", "H", "H", "H", "H", "C", "O", "C", "O", "O", "C", "H", "H", "H", "H", "H", "H", "C", "O", "C", "O", "O", "C", "H", "H", "H", "H", "H", "H", "C", "O", "C", "O", "O", "C", "H", "H", "H", "H", "H", "H", "C", "O", "C", "O", "O", "C", "H", "H", "H", "H", "H", "H", "C", "O", "C", "O", "O", "C", "H", "H", "H", "H", "H", "H"],
  "positions_angstrom": [[5.563, -6.187, 4.170], [5.816, -5.674, 2.682], [6.408, -4.231, 2.780], [6.485, -3.457, 1.416], [6.879, -4.355, 0.181], [5.612, -4.924, -0.554], [5.269, -4.145, -1.875], [4.334, -2.889, -1.626], [2.871, -3.482, -1.463], [1.958, -2.504, -0.646], [2.347, -2.441, 0.756], [1.745, -1.246, 1.343], [1.790, -1.379, 2.920], [2.388, -2.742, 3.427], [2.602, -2.543, 4.827], [2.405, 0.132, 0.965], [3.976, 0.251, 1.170], [4.590, 1.479, 0.772], [4.812, -0.713, 1.737], [0.222, -1.091, 0.887], [-0.401, -2.350, 0.373], [-0.546, -3.307, 1.528], [-1.798, -4.235, 1.528], [-1.365, -5.593, 2.238], [-2.358, -6.050, 3.367], [-1.757, -5.999, 4.682], [-0.838, -7.008, 4.870], [0.632, -6.559, 5.132], [-1.090, -8.167, 4.866], [-1.692, -1.943, -0.267], [-2.908, -1.088, 0.821], [-2.716, -1.191, 2.286], [-2.948, 0.486, 0.340], [-4.404, -1.692, 0.491], [0.429, -2.907, -0.764], [0.263, -4.451, -0.931], [-0.512, -4.810, -1.839], [0.826, -5.301, -0.201], [6.173, -5.537, 4.835], [5.952, -7.221, 4.295], [4.484, -6.129, 4.409], [6.562, -6.338, 2.201], [4.829, -5.709, 2.178], [5.704, -3.647, 3.430], [7.381, -4.222, 3.321], [5.463, -3.066, 1.215], [7.239, -2.642, 1.470], [7.382, -3.674, -0.548], [7.587, -5.154, 0.480], [4.725, -5.021, 0.113], [5.856, -5.973, -0.857], [4.643, -4.850, -2.477], [6.168, -3.903, -2.476], [4.658, -2.353, -0.701], [4.420, -2.225, -2.513], [2.471, -3.555, -2.498], [3.002, -4.457, -0.962], [2.050, -1.523, -1.192], [3.344, -2.535, 0.918], [0.789, -1.310, 3.406], [2.408, -0.599, 3.422], [1.679, -3.586, 3.355], [3.391, -2.953, 3.010], [1.934, 0.943, 1.581], [2.186, 0.387, -0.101], [4.362, 2.080, 1.507], [5.130, -0.467, 2.619], [-0.302, -0.619, 1.738], [0.220, -0.370, 0.033], [-0.629, -2.674, 2.443], [0.398, -3.873, 1.675], [-2.572, -3.790, 2.183], [-2.160, -4.531, 0.525], [-0.352, -5.536, 2.684], [-1.340, -6.397, 1.473], [-2.596, -7.124, 3.179], [-3.294, -5.452, 3.362], [1.073, -7.057, 6.015], [1.246, -6.753, 4.226], [0.648, -5.458, 5.319], [-1.486, -1.226, -1.097], [-2.206, -2.797, -0.767], [-3.335, 0.992, 1.078], [-4.829, -1.842, 1.356], [0.128, -2.474, -1.744], [-2.208, 7.561, -0.010], [-1.712, 6.374, -0.635], [-1.781, 5.283, 0.132], [-2.205, 5.237, 1.256], [-1.287, 4.247, -0.565], [-1.296, 3.011, 0.147], [-2.100, 8.374, -0.725], [-3.263, 7.452, 0.239], [-1.625, 7.800, 0.879], [-2.312, 2.726, 0.403], [-0.677, 3.079, 1.043], [-0.876, 2.250, -0.507], [2.673, -0.990, -5.874], [1.958, 0.238, -6.020], [1.553, 0.777, -4.869], [1.741, 0.320, -3.769], [0.903, 1.910, -5.147], [0.408, 2.602, -4.000], [2.948, -1.328, -6.871], [3.584, -0.839, -5.294], [2.044, -1.750, -5.410], [1.228, 2.897, -3.345], [-0.312, 1.985, -3.460], [-0.097, 3.499, -4.352], [-3.644, 4.571, -1.959], [-4.668, 4.633, -2.954], [-5.703, 5.411, -2.623], [-5.820, 6.030, -1.595], [-6.581, 5.383, -3.627], [-7.750, 6.178, -3.410], [-2.860, 3.918, -2.330], [-3.223, 5.553, -1.788], [-4.036, 4.149, -1.030], [-7.484, 7.229, -3.293], [-8.301, 5.823, -2.540], [-8.386, 6.078, -4.286], [-12.683, 7.108, -1.100], [-13.282, 6.422, -2.199], [-12.452, 6.192, -3.220], [-11.291, 6.508, -3.273], [-13.135, 5.549, -4.172], [-12.367, 5.235, -5.334], [-13.449, 7.237, -0.339], [-11.867, 6.521, -0.678], [-12.328, 8.092, -1.408], [-11.539, 4.573, -5.081], [-12.000, 6.144, -5.810], [-13.025, 4.719, -6.030], [5.693, 4.446, -0.417], [4.990, 5.683, -0.552], [4.592, 6.213, 0.607], [4.775, 5.742, 1.701], [3.955, 7.358, 0.343], [3.469, 8.039, 1.499], [5.965, 4.110, -1.415], [6.606, 4.584, 0.163], [5.059, 3.691, 0.041], [4.293, 8.316, 2.157], [2.744, 7.424, 2.032], [2.974, 8.946, 1.160]],
  "mulliken_charge": [-1.07, 0.19, -1.08, 0.66, -1.14, -0.06, -1.21, 0.24, -1.59, 0.09, 0.64, 3.32, -1.42, 1.25, -0.45, -1.92, 0.30, -0.47, -0.31, -2.60, 1.54, -1.53, -0.76, -0.33, -0.70, -0.40, 0.70, -0.86, -0.52, -0.92, 0.77, -0.68, -0.33, -0.58, 0.09, 0.28, -0.82, -0.65, 0.30, 0.36, 0.15, 0.30, -0.02, 0.25, 0.40, -0.73, 0.40, 0.43, 0.35, -0.10, 0.46, 0.39, 0.49, 0.02, 0.26, 0.41, 0.58, -0.46, -0.22, 0.29, 0.45, -0.13, -0.47, 0.43, 0.06, 0.25, 0.21, 0.74, 0.11, 0.57, 0.17, 0.57, 0.33, 0.00, 0.54, 0.35, 0.38, 0.41, 0.20, 0.27, 0.84, 0.61, 0.31, 0.36, 0.40, -0.71, -0.34, 0.67, -0.56, -0.15, -0.55, 0.25, 0.31, 0.32, 0.32, 0.39, 0.05, -0.60, -0.37, 0.74, -0.48, -0.36, -0.50, 0.25, 0.27, 0.28, 0.30, 0.17, 0.27, -0.47, -0.37, 0.74, -0.54, -0.34, -0.62, 0.24, 0.34, 0.26, 0.31, 0.29, 0.22, -0.62, -0.32, 0.80, -0.52, -0.31, -0.60, 0.22, 0.29, 0.29, 0.28, 0.29, 0.21, -0.26, -0.33, 0.81, -0.54, -0.33, -0.62, 0.26, 0.30, -0.01, 0.30, 0.28, 0.22],
  "lumo_ev": -0.2,
  "homo_lumo_gap_ha": 0.28475
}

{
  "formula": "C11H8N2O",
  "method": "ωB97M-V/def2-TZVPD",
  "elements": ["C", "C", "C", "C", "C", "C", "C", "C", "C", "C", "C", "N", "N", "O", "H", "H", "H", "H", "H", "H", "H", "H"],
  "positions_angstrom": [[-1.832, -3.263, -1.724], [0.875, 1.937, 3.193], [0.321, 0.670, 3.037], [1.352, 2.693, 2.110], [0.002, 0.211, 1.778], [1.111, 2.167, 0.826], [0.386, 0.963, 0.653], [0.436, 0.483, -0.712], [-0.264, -0.633, -1.088], [-1.372, -2.524, -2.814], [-0.393, -1.005, -2.432], [-2.208, -3.736, -0.726], [-1.545, -2.811, -4.035], [-0.037, -0.511, -3.474], [1.176, 2.170, 4.276], [0.067, -0.038, 3.860], [1.848, 3.543, 2.306], [-0.431, -0.721, 1.445], [1.478, 2.628, -0.167], [1.039, 1.083, -1.304], [-0.944, -1.272, -0.444], [-1.067, -2.032, -4.563]],
  "nbo_charge": [0.21, -0.17, -0.22, -0.22, -0.16, -0.14, -0.12, -0.01, -0.39, 0.05, 0.56, -0.27, -0.50, -0.54, 0.22, 0.23, 0.22, 0.22, 0.21, 0.22, 0.24, 0.37],
  "lumo_ev": -1.4,
  "homo_lumo_gap_ha": 0.29758,
  "relative_energy_kcal_mol": 74.92
}

{
  "formula": "C47H47BF3IrN7O2Sb",
  "method": "ωB97M-V/def2-TZVPD",
  "elements": ["Ir", "C", "C", "C", "C", "C", "N", "N", "B", "N", "N", "C", "C", "C", "C", "C", "N", "N", "C", "C", "C", "C", "C", "H", "H", "H", "H", "H", "H", "H", "H", "H", "H", "H", "H", "H", "H", "H", "H", "H", "H", "H", "H", "H", "H", "C", "O", "C", "C", "C", "C", "C", "C", "N", "C", "C", "C", "C", "C", "C", "C", "O", "H", "H", "H", "H", "H", "H", "H", "H", "H", "H", "H", "H", "H", "F", "C", "C", "C", "C", "C", "C", "Sb", "C", "C", "C", "C", "F", "C", "C", "C", "C", "C", "C", "F", "C", "C", "H", "H", "H", "H", "H", "H", "H", "H", "H", "H", "H", "H"],
  "positions_angstrom": [[1.214, 0.715, 0.442], [3.409, -1.200, -1.984], [3.134, -1.573, -0.566], [3.732, -2.654, 0.079], [3.570, -2.444, 1.434], [4.111, -3.211, 2.587], [2.846, -1.317, 1.594], [2.516, -0.823, 0.364], [3.147, -0.205, 2.655], [3.733, 1.003, 1.824], [3.019, 1.525, 0.773], [3.733, 2.483, 0.183], [3.236, 3.245, -0.994], [4.948, 2.585, 0.859], [4.919, 1.641, 1.874], [5.949, 1.324, 2.898], [1.854, 0.317, 3.280], [1.079, 1.038, 2.437], [0.340, 1.892, 3.153], [-0.441, 3.001, 2.542], [0.576, 1.635, 4.504], [1.556, 0.656, 4.550], [2.251, 0.059, 5.721], [3.177, -2.013, -2.671], [4.479, -0.991, -2.062], [2.908, -0.284, -2.294], [4.302, -3.435, -0.395], [4.405, -4.206, 2.262], [3.373, -3.303, 3.382], [4.991, -2.720, 3.002], [3.919, -0.572, 3.475], [2.254, 2.892, -1.315], [3.928, 3.147, -1.830], [3.157, 4.305, -0.757], [5.752, 3.265, 0.638], [6.797, 1.994, 2.783], [6.306, 0.300, 2.795], [5.552, 1.445, 3.906], [-0.574, 2.881, 1.467], [0.093, 3.937, 2.714], [-1.420, 3.090, 3.004], [0.137, 2.149, 5.340], [1.728, 0.331, 6.635], [3.274, 0.428, 5.796], [2.289, -1.026, 5.651], [-3.917, 5.994, 0.339], [-3.660, 4.588, 0.206], [-3.707, 3.824, 1.317], [-3.957, 4.281, 2.604], [-4.004, 3.379, 3.657], [-3.805, 2.021, 3.443], [-3.555, 1.553, 2.162], [-3.520, 2.442, 1.098], [-3.447, 2.077, -0.274], [-3.493, 0.874, -0.830], [-2.910, -0.303, -0.370], [-3.582, -1.550, -0.938], [-2.153, -3.394, 0.176], [-1.526, -2.672, 1.257], [-1.295, -1.350, 1.305], [-1.721, -0.272, 0.395], [-0.923, 0.720, 0.327], [-3.774, 6.415, -0.651], [-3.211, 6.445, 1.035], [-4.941, 6.163, 0.671], [-4.135, 5.330, 2.787], [-4.205, 3.746, 4.654], [-3.854, 1.326, 4.268], [-3.427, 0.494, 2.005], [-3.734, 2.853, -0.865], [-4.110, 0.816, -1.726], [-3.622, -1.384, -2.025], [-1.901, -4.449, 0.137], [-1.074, -3.284, 2.026], [-0.653, -0.974, 2.097], [0.416, -6.411, -3.113], [0.425, -5.098, -2.902], [0.283, -4.243, -3.982], [0.297, -2.877, -3.750], [0.450, -2.376, -2.454], [0.581, -3.268, -1.389], [0.575, -4.635, -1.603], [0.381, -0.296, -2.133], [0.567, 0.446, -4.099], [1.739, 0.343, -4.849], [1.795, 0.836, -6.140], [0.665, 1.440, -6.668], [0.713, 1.916, -7.906], [-0.512, 1.564, -5.951], [-0.550, 1.068, -4.659], [-2.970, -2.922, -0.804], [-3.360, -3.887, -1.792], [-4.454, -3.842, -2.626], [-5.630, -3.160, -2.311], [-6.649, -3.423, -3.083], [-5.943, -2.379, -1.158], [-5.011, -1.697, -0.474], [0.178, -4.651, -4.977], [0.194, -2.202, -4.590], [0.709, -2.899, -0.375], [0.700, -5.345, -0.796], [2.623, -0.134, -4.446], [2.691, 0.763, -6.741], [-1.366, 2.046, -6.406], [-1.466, 1.173, -4.089], [-2.710, -4.751, -1.895], [-4.530, -4.546, -3.445], [-6.984, -2.374, -0.858], [-5.295, -1.193, 0.443]],
  "mulliken_spin": [-0.02, 0.04, -0.02, 0.01, 0.00, 0.00, 0.00, 0.07, 0.00, 0.00, 0.04, 0.00, 0.00, 0.00, 0.00, 0.00, -0.01, 0.03, 0.00, 0.00, 0.00, 0.00, 0.00, 0.01, 0.00, -0.02, 0.00, 0.00, 0.00, 0.00, 0.00, 0.00, 0.00, 0.00, 0.00, 0.00, 0.00, 0.00, 0.00, 0.00, 0.00, 0.00, 0.00, 0.00, 0.00, 0.00, 0.00, 0.00, 0.00, 0.00, 0.00, 0.00, -0.01, 0.00, 0.03, -0.01, -0.08, -0.01, 0.01, 0.02, 0.09, 0.08, 0.00, 0.00, 0.00, 0.00, 0.00, 0.00, 0.00, 0.00, 0.00, 0.00, 0.00, 0.00, 0.00, 0.00, 0.04, -0.02, -0.03, 0.11, -0.06, 0.00, 0.69, -0.01, 0.00, 0.01, 0.00, 0.00, 0.02, 0.02, -0.02, 0.00, 0.00, 0.00, 0.00, 0.00, 0.02, 0.00, 0.00, -0.01, 0.00, 0.00, 0.00, 0.00, -0.02, 0.00, 0.00, 0.00, 0.00],
  "lumo_ev": [-10.2, -10.2],
  "homo_lumo_gap_ha": [0.17169, 0.18132],
  "spin_multiplicity": 2,
  "charge": 3,
  "s_squared": 0.7562
}